Version A
This record from OMol25 describes a 5-piece molecular cluster, C5H22N2O4 overall. The level of theory is the ωB97M-V functional and the def2-TZVPD basis.

Results
SMILES ... C[C@@H](CN)N(C)C.O.O.O.O

ORCA input file:
```
! wB97M-V def2-TZVPD RIJCOSX def2/J DEFGRID3
* xyz 0 1
C 1.3027 2.7506 -1.5700
C 0.5690 1.9525 -0.5202
C -0.9591 2.1936 -0.5941
N -1.8668 1.3610 0.1577
N 0.8917 0.5093 -0.6651
C 0.4685 -0.1011 -1.8913
C 2.2316 0.1284 -0.2506
H 2.3736 2.8469 -1.3834
H 1.1556 2.3326 -2.5679
H 1.0140 3.8028 -1.6467
H 0.9801 2.3056 0.4179
H -1.1771 2.3002 -1.6568
H -1.1900 3.1967 -0.2159
H -2.0123 0.4300 -0.2113
H -1.5398 1.2207 1.0988
H 0.2625 0.5729 -2.7269
H 1.1575 -0.8796 -2.2178
H -0.4364 -0.7307 -1.8424
H 2.2869 -0.9632 -0.2505
H 3.0142 0.5531 -0.8862
H 2.4365 0.3151 0.8088
O -0.3427 -0.2414 1.6602
H -0.4296 -1.0810 1.2037
H 0.2995 0.2773 1.1927
O -0.0998 -3.4094 -0.3363
H -0.3309 -4.3015 -0.0386
H 0.8290 -3.5874 -0.5378
O 1.4251 -1.5184 3.4148
H 1.5960 -0.6721 3.8274
H 0.5328 -1.3523 3.0664
O -3.4308 -2.0373 -0.1378
H -2.6078 -2.5184 -0.0085
H -3.5376 -1.4039 0.5720
*
```

Here are the Mulliken charges for atoms 1 to 4, given in e:
1. C -1.460
2. C 0.438
3. C -1.245
4. N -0.610

***

Version B
This record from OMol25 describes a 5-piece molecular cluster, C5H22N2O4 overall. The level of theory is the ωB97M-V functional and the def2-TZVPD basis.

Results
SMILES ... CCNCCNC.O.O.O.O

ORCA input file:
```
! wB97M-V def2-TZVPD RIJCOSX def2/J DEFGRID3
* xyz 0 1
C -2.4859 1.1471 -0.8865
C -1.0999 1.2840 -1.4934
N -0.4227 -0.0193 -1.4494
C 0.8986 -0.1148 -2.0369
C 2.0916 0.0187 -1.0689
N 2.1368 1.0467 -0.0389
C 2.4377 0.4243 1.3006
H -2.9742 0.2939 -1.3590
H -2.4279 0.9189 0.1786
H -3.0618 2.0715 -1.0072
H -1.2144 1.5013 -2.5557
H -0.4868 1.9590 -0.8707
H -0.6224 -0.6939 -0.7246
H 0.9629 -1.0148 -2.6487
H 1.0068 0.7112 -2.7385
H 3.0108 0.1859 -1.6892
H 2.4804 -0.9265 -0.6631
H 1.2423 1.4842 0.1489
H 3.4844 0.1080 1.2588
H 1.7657 -0.4320 1.3682
H 2.3206 1.1470 2.1082
O -0.1627 -2.9027 2.0118
H 0.1939 -3.4450 2.7149
H -0.6972 -3.5897 1.5593
O -0.7543 0.0513 1.8584
H -1.2188 -0.0057 2.6885
H -0.3521 -0.8214 1.7890
O -2.0052 -2.3302 -2.8813
H -2.1341 -2.7206 -2.0066
H -1.6770 -1.4365 -2.6515
O -0.2501 2.1187 3.6320
H 0.6208 2.3432 3.2907
H -0.6055 1.6385 2.8624
*
```

Here are the Mulliken charges for atoms 1 to 4, given in e:
1. C -1.123
2. C -0.218
3. N -0.051
4. C -0.792

***

Which of them is the most stable? Correct choice: version A.